# 1
Below is 2 unconnected molecules or ions with the total composition C4H10N2O at a distorted geometry, with properties calculated with ωB97M-V/def2-TZVPD.

Calculated values
* E_HOMO (spin up / spin down): -7.84 / -7.84 eV
* LUMO level (spin up / spin down): 0.0332 / 0.0332 hartree
* ΔE to the lowest compared entry with this formula, charge and spin: 107.2 kcal/mol
* E_tot: -343.030553 Ha
* 2S+1: 1
* Kohn-Sham gap (spin up / spin down): 0.321 / 0.321 Eh

Geometry as XYZ:
```
17
Properties=species:S:1:pos:R:3:forces:R:3:nbo_charge:R:1
C -1.718308 1.174175 -0.509144 -0.76 -0.88 0.73 -0.680
C -1.623127 -1.168413 -0.080737 -0.45 -3.84 -1.10 -0.691
C 3.072364 -0.115272 -0.001594 1.02 0.97 3.57 -0.476
C -1.020017 0.080688 0.186402 3.23 0.17 1.93 0.462
N 1.615706 0.198894 0.204080 -0.83 -1.04 -2.34 -0.235
N 0.854248 -0.010131 -0.734093 -1.09 0.15 2.51 -0.169
O -0.636125 0.092354 1.555204 0.79 2.32 -2.22 -0.708
H -1.041024 1.876737 -0.841497 1.15 1.76 -1.00 0.227
H -2.287820 0.687207 -1.295652 0.12 0.51 -0.36 0.224
H -2.416479 1.610618 0.168701 -0.61 0.56 0.54 0.227
H -2.663016 -1.312938 0.259264 0.24 0.56 0.01 0.233
H -1.063581 -2.018063 0.343036 -0.07 0.36 -0.05 0.232
H -1.619499 -1.300084 -1.165625 -0.17 -0.25 0.00 0.224
H 3.524021 0.667297 0.745166 -0.26 -1.43 -1.56 0.205
H 3.638996 -0.092301 -0.943974 -1.04 0.04 -0.10 0.215
H 3.230399 -1.101683 0.553686 -0.25 1.18 -0.96 0.222
H 0.153264 0.730920 1.556777 -1.02 -1.15 0.38 0.490
```
Forces are in eV/Å.

***

# 2
Below is a molecular structure, C46H52BLuN8OS at a distorted geometry, with properties calculated with ωB97M-V/def2-TZVPD.

Calculated values
* E_HOMO (spin up / spin down): -6.97 / -4.23 eV
* LUMO level (spin up / spin down): 0.0079 / 0.0080 hartree
* ΔE to the lowest compared entry with this formula, charge and spin: 7.7 kcal/mol
* E_tot: -3956.066265 Ha
* 2S+1: 1
* Kohn-Sham gap (spin up / spin down): 0.264 / 0.163 Eh

Geometry as XYZ:
```
110
Properties=species:S:1:pos:R:3:forces:R:3:mulliken_charge:R:1
Lu 0.303290 -0.123651 -0.938818 -0.54 0.71 0.23 1.345
C 2.786690 -4.741951 0.763982 -0.14 -0.02 -0.14 -1.427
C 2.188790 -3.405951 1.029382 -0.04 0.27 0.14 0.310
C 2.375190 -2.635151 2.158782 -0.35 0.28 -0.18 -1.143
C 1.619790 -1.469751 1.954282 0.19 -0.50 -0.46 -0.362
N 1.014290 -1.550451 0.755682 0.18 0.58 0.22 1.495
N 1.368290 -2.729451 0.194882 0.44 -0.71 0.17 0.616
B 0.705290 -3.280551 -1.094818 -0.30 0.34 0.07 -2.072
N 1.138490 -2.549751 -2.387118 0.35 -0.63 -0.19 1.640
N 0.544590 -1.412651 -2.796718 0.10 0.65 -0.61 -0.403
C 1.053190 -1.092751 -3.995018 0.27 -0.59 0.29 0.003
C 1.979590 -2.076851 -4.371618 -0.33 0.16 0.17 -1.052
C 2.006290 -2.980651 -3.328718 -0.04 0.23 -0.09 0.343
C 2.835690 -4.209151 -3.210918 -0.14 0.03 0.11 -1.407
C 0.758990 0.179649 -4.644418 -0.21 0.45 -0.09 0.453
C -0.147510 1.076249 -4.072218 0.21 -0.34 -0.12 1.226
C -0.291910 2.353449 -4.578718 -0.08 0.07 0.13 -0.907
C 0.437590 2.747749 -5.688418 -0.03 -0.02 -0.03 -0.535
C 1.290390 1.846549 -6.303018 0.06 0.04 -0.04 -0.755
C 1.461290 0.578149 -5.782318 -0.15 -0.18 0.20 -0.734
N -0.818710 -3.151851 -0.957518 -0.08 -0.70 -0.04 0.348
N -1.502910 -1.984151 -0.934118 -0.25 0.50 -0.01 0.551
C -2.805810 -2.309051 -0.907118 0.48 -0.53 0.03 -0.387
C -2.945710 -3.703051 -0.885618 0.33 0.15 0.02 -1.272
C -1.665010 -4.202151 -0.933618 -0.37 0.10 0.04 0.621
C -1.254310 -5.629751 -0.994118 0.13 0.09 -0.01 -1.629
C -3.933310 -1.387151 -0.970918 -0.23 0.47 -0.17 1.175
C -5.183510 -1.784451 -0.490418 0.19 0.03 -0.02 -0.819
C -6.274110 -0.942951 -0.587418 -0.04 -0.04 0.04 -0.825
C -6.137810 0.310649 -1.161618 0.03 0.06 -0.07 -0.683
C -4.911110 0.701249 -1.672718 -0.04 0.12 0.03 -0.578
C -3.818010 -0.141151 -1.584518 0.08 -0.34 -0.18 -0.372
C 1.528790 -0.301951 2.824182 -0.15 0.57 0.26 0.780
C 2.222590 -0.272351 4.038182 -0.16 -0.14 -0.33 -0.932
C 2.182890 0.846249 4.847782 0.06 0.14 0.07 -1.063
C 1.471590 1.970549 4.461182 -0.03 -0.11 -0.04 -0.423
C 0.786490 1.957649 3.256082 -0.09 0.18 -0.10 -1.259
C 0.805190 0.836149 2.450282 0.20 -0.46 -0.11 1.952
H 3.470690 -4.989751 1.571582 0.03 -0.01 0.00 0.445
H 2.021290 -5.513751 0.713282 -0.04 -0.08 -0.02 0.191
H 3.334090 -4.753651 -0.175418 0.06 -0.03 -0.04 0.188
H 2.971990 -2.893551 3.010782 0.09 -0.03 0.10 0.678
H 0.991890 -4.417951 -1.199918 0.18 -0.28 0.02 -0.087
H 2.554290 -2.124951 -5.274318 0.11 -0.04 -0.14 0.549
H 3.471790 -4.291851 -4.087718 0.04 -0.05 -0.01 0.454
H 3.466090 -4.158851 -2.325418 0.08 -0.05 0.03 0.125
H 2.210690 -5.098351 -3.138118 0.04 -0.07 0.01 0.271
H -0.754110 0.756949 -3.228918 -0.08 0.13 -0.09 -0.221
H -0.959310 3.046149 -4.089818 -0.12 0.05 0.05 0.466
H 0.340990 3.750349 -6.075718 -0.05 0.09 -0.03 0.415
H 1.845490 2.139449 -7.181118 0.06 0.04 -0.08 0.413
H 2.150490 -0.104651 -6.255118 0.10 -0.05 -0.01 0.344
H -3.854310 -4.267251 -0.867918 -0.18 -0.14 -0.06 0.571
H -2.139410 -6.260151 -0.976018 -0.02 -0.02 0.02 0.425
H -0.707310 -5.822851 -1.915618 0.06 -0.14 0.01 0.270
H -0.619410 -5.885851 -0.147918 0.06 -0.13 0.00 0.233
H -5.296510 -2.760151 -0.043018 -0.01 -0.06 0.12 0.374
H -7.234910 -1.270651 -0.218618 -0.07 0.01 0.07 0.406
H -6.987810 0.972449 -1.225418 -0.08 0.06 -0.02 0.420
H -4.801510 1.662549 -2.149918 0.02 0.13 -0.02 0.453
H -2.867910 0.148749 -2.016218 -0.14 0.04 0.04 0.820
H 2.812790 -1.123651 4.343382 0.00 -0.08 0.02 0.382
H 2.732890 0.851049 5.776582 0.04 -0.02 0.10 0.382
H 1.453890 2.852049 5.086082 -0.02 0.05 0.01 0.511
H 0.247290 2.835849 2.939182 -0.11 0.07 -0.01 0.819
H 0.270890 0.849849 1.498582 -0.06 0.14 0.30 -0.917
C 4.226790 -0.735051 -0.902718 -0.16 0.33 0.01 -1.445
C 3.734490 0.727749 -1.010018 0.14 0.06 0.19 2.921
C 3.728890 1.359449 0.394282 -0.08 -0.15 -0.31 -1.748
C 4.743990 1.500249 -1.874718 -0.22 -0.11 0.22 -2.106
C 2.330890 0.753649 -1.583918 0.19 -0.25 -0.21 -1.796
H 5.270290 -0.743451 -0.589518 0.17 -0.07 0.04 0.557
H 4.146390 -1.238051 -1.867918 0.01 -0.05 -0.06 0.243
H 3.649990 -1.292151 -0.164518 -0.10 -0.05 0.03 0.020
H 4.732990 1.402849 0.817382 0.09 -0.03 0.05 0.481
H 3.091590 0.786449 1.066082 0.01 0.04 0.05 0.308
H 3.333790 2.372149 0.325782 -0.01 0.10 0.11 0.387
H 5.699890 1.567949 -1.358618 0.19 0.02 0.00 0.471
H 4.390190 2.510249 -2.065018 -0.05 0.15 -0.04 0.439
H 4.903890 1.003749 -2.828318 -0.02 -0.07 -0.19 0.431
H 2.404690 1.074049 -2.643918 -0.20 -0.04 0.30 0.278
C -1.985310 -1.582851 2.632682 -0.16 -0.01 -0.08 -0.481
C -3.289610 -0.795351 2.680182 0.41 0.09 -0.02 -0.771
C -3.073210 0.696149 2.452882 -0.40 -0.09 0.36 -0.736
N -2.496410 0.923749 1.143082 -0.20 -0.55 0.09 0.840
C -2.006610 2.093049 0.664582 -0.11 0.32 0.16 -0.048
S -1.278910 2.080749 -0.888818 0.80 -0.27 -0.95 -0.702
N -1.855510 3.250549 1.345682 0.05 0.47 0.31 0.222
C -2.437110 3.816549 2.494382 0.21 -0.26 -0.89 -0.051
O -3.496210 3.397949 2.954582 -0.42 -0.18 0.47 -0.743
C -1.646710 4.898849 3.078382 0.24 0.26 0.27 1.003
C -0.450410 5.406749 2.540482 -0.24 -0.11 -0.02 -0.353
C 0.273190 6.366649 3.215482 0.14 0.12 0.02 -0.830
C -0.165210 6.860549 4.435682 0.02 0.03 0.00 -0.495
C -1.356010 6.385549 4.970282 0.16 0.16 0.02 -0.509
C -2.081610 5.420049 4.309782 -0.16 -0.22 -0.24 -0.759
H -2.167910 -2.640151 2.821882 0.08 -0.09 -0.02 0.500
H -1.290110 -1.208951 3.383482 0.09 0.00 0.08 0.255
H -1.510110 -1.483251 1.655882 0.02 -0.10 0.06 -0.158
H -3.746710 -0.918151 3.662982 -0.14 0.02 -0.03 0.547
H -3.988110 -1.180551 1.932582 -0.08 0.00 0.05 0.022
H -2.379410 1.090349 3.199382 -0.10 0.00 0.06 0.446
H -4.021010 1.233149 2.569582 0.23 -0.06 -0.03 0.464
H -2.815810 0.282649 0.419682 0.02 0.37 0.25 -0.676
H -1.261510 3.891749 0.831382 -0.01 -0.26 0.14 0.354
H -0.067610 5.066949 1.586182 0.10 -0.06 0.04 0.400
H 1.200990 6.721349 2.788082 0.03 0.07 -0.03 0.380
H 0.415790 7.606149 4.956682 0.03 0.07 0.07 0.413
H -1.714210 6.776849 5.910982 -0.04 0.00 0.11 0.394
H -2.997910 5.029949 4.728282 -0.05 -0.02 -0.02 0.431
```
Forces are in eV/Å.